[1]
312
Properties=species:S:1:pos:R:3:mulliken_charge:R:1 method="wB97M-V/def2-TZVPD" homo_ha=-0.29541 fmax_ev_per_a=2.82 molar_mass_da=1731.48 e_above_lowest_kj_mol=125.6 gap_ev=8.5 e_tot_ev=-156634.270 total_charge=0
C 1.441 -5.504 2.656 -0.4587
O 0.658 -5.476 3.782 -0.5412
C -0.115 -4.310 3.850 -0.0801
C -0.932 -4.436 5.121 -0.8036
N -0.020 -4.255 6.235 -0.0453
C -0.492 -4.580 7.574 -0.8693
C -1.549 -3.514 8.009 -0.4611
O -2.848 -3.564 7.406 -0.0895
C -3.720 -4.650 7.723 -0.8729
H 2.178 -6.304 2.768 0.3453
H 1.948 -4.508 2.616 0.1339
H 0.898 -5.772 1.761 0.2500
H -0.731 -4.146 2.952 0.3550
H 0.569 -3.482 3.946 -0.0144
H -1.426 -5.374 5.204 0.7693
H -1.705 -3.680 5.017 -0.0008
H 0.792 -4.846 6.027 0.2434
H 0.340 -4.525 8.257 0.5346
H -0.991 -5.582 7.619 0.3080
H -1.191 -2.499 7.909 0.0747
H -1.631 -3.680 9.112 0.4600
H -3.408 -5.584 7.250 0.3059
H -4.662 -4.356 7.318 0.2021
H -3.736 -4.792 8.822 0.3536
C -0.812 -0.681 5.771 -1.6805
O -0.982 0.367 4.901 1.5070
C -1.421 1.584 5.514 -1.2504
C -2.949 1.860 5.428 -0.2193
N -3.674 0.913 6.184 -0.0159
C -5.158 0.780 6.023 0.0042
C -6.022 1.854 6.619 -0.9864
O -5.846 3.134 6.022 -0.4391
C -6.384 3.221 4.722 -0.2478
H -0.410 -1.528 5.246 -0.2832
H -1.782 -0.981 6.121 0.3106
H -0.199 -0.387 6.605 0.7327
H -0.815 2.332 5.052 0.0034
H -1.184 1.592 6.614 0.6643
H -3.275 1.755 4.372 -0.5069
H -3.089 2.911 5.658 0.7317
H -3.513 0.988 7.197 0.3505
H -5.396 -0.190 6.428 0.4717
H -5.475 0.791 4.967 -0.4661
H -5.884 1.954 7.688 0.3609
H -7.054 1.564 6.383 0.4433
H -6.734 4.250 4.485 0.2697
H -7.224 2.531 4.584 0.2806
H -5.587 2.994 3.964 -0.0688
C 5.049 -5.967 -2.667 -0.6263
O 4.323 -6.790 -1.809 -0.5042
C 3.458 -6.068 -0.938 0.1722
C 2.101 -5.828 -1.557 1.5337
N 1.419 -6.984 -1.988 -0.1216
C 0.056 -6.941 -2.431 -1.1138
C -0.299 -6.152 -3.739 -0.2792
O 0.010 -4.807 -3.497 0.1592
C -0.781 -3.917 -4.260 -0.9598
H 6.131 -6.023 -2.428 0.3164
H 4.724 -4.910 -2.705 0.1795
H 4.911 -6.295 -3.704 0.2575
H 3.917 -5.135 -0.683 0.1241
H 3.279 -6.702 -0.022 0.0814
H 2.187 -5.031 -2.312 -0.7746
H 1.450 -5.345 -0.813 -0.7434
H 1.998 -7.682 -2.376 0.2896
H -0.482 -6.385 -1.644 0.1871
H -0.247 -7.955 -2.528 0.5545
H -1.407 -6.294 -3.910 0.4170
H 0.149 -6.654 -4.592 0.0411
H -0.934 -4.145 -5.328 0.2910
H -0.407 -2.901 -4.183 0.0882
H -1.769 -3.960 -3.796 0.5148
C -5.268 -3.257 -6.900 -0.8377
O -4.840 -3.518 -5.591 -0.2064
C -5.860 -3.514 -4.585 -0.5978
C -5.165 -3.367 -3.252 -0.6000
N -4.387 -2.101 -3.184 -0.3214
C -3.745 -1.979 -1.881 -1.1757
C -2.998 -0.623 -1.787 0.1726
O -1.786 -0.746 -2.612 -0.2183
C -0.919 0.409 -2.458 0.8647
H -5.919 -3.981 -7.348 0.3173
H -4.368 -3.297 -7.494 0.2327
H -5.730 -2.255 -6.975 0.3264
H -6.350 -4.514 -4.608 0.3499
H -6.626 -2.726 -4.746 0.3744
H -4.630 -4.223 -2.890 0.3011
H -5.977 -3.208 -2.534 0.3851
H -3.615 -2.167 -3.855 0.2447
H -3.068 -2.758 -1.625 0.3396
H -4.622 -1.959 -1.224 0.4922
H -2.717 -0.362 -0.751 -0.3695
H -3.626 0.152 -2.208 0.6351
H -0.085 0.292 -3.193 -0.4395
H -0.545 0.394 -1.409 -0.2461
H -1.508 1.323 -2.707 0.1431
C 3.167 5.009 -5.224 0.1159
O 3.819 6.261 -5.345 -0.4625
C 2.961 7.349 -5.596 -0.3786
C 2.341 7.980 -4.368 -0.7721
N 1.310 7.115 -3.696 0.3668
C -0.031 7.277 -4.144 -1.4540
C -1.075 6.426 -3.443 0.2958
O -0.928 6.700 -2.022 -0.2690
C -1.842 5.956 -1.216 0.0515
H 2.704 4.679 -6.162 -0.1419
H 2.437 4.916 -4.413 0.0615
H 4.002 4.355 -5.007 0.3132
H 2.272 6.974 -6.411 0.2208
H 3.566 8.105 -6.063 0.3763
H 1.833 8.899 -4.707 0.3602
H 3.150 8.177 -3.677 0.3561
H 1.408 7.142 -2.707 -0.1255
H -0.136 7.136 -5.200 0.4891
H -0.354 8.332 -3.962 0.4058
H -1.077 5.365 -3.767 -0.2705
H -2.088 6.791 -3.787 0.4419
H -1.689 4.881 -1.221 -0.2846
H -2.885 6.190 -1.508 0.3169
H -1.658 6.218 -0.147 -0.0680
C -3.062 3.019 0.475 -0.5294
O -2.296 2.367 1.408 0.8603
C -1.056 3.040 1.646 -0.7699
C -0.090 2.040 2.227 1.5999
N 0.289 0.981 1.285 1.4970
C 1.190 -0.015 1.840 1.0866
C 1.266 -1.162 0.895 -0.4011
O -0.056 -1.625 0.732 1.0919
C -0.135 -2.808 -0.019 0.3543
H -4.080 2.636 0.535 0.1330
H -2.707 2.994 -0.549 -0.1151
H -3.127 4.063 0.748 0.1497
H -1.236 3.836 2.373 0.4008
H -0.779 3.477 0.698 -0.7629
H -0.569 1.641 3.113 -0.4221
H 0.778 2.592 2.550 -0.9071
H -0.554 0.469 1.072 -0.7731
H 0.908 -0.391 2.834 -1.5032
H 2.219 0.334 1.900 0.3432
H 1.909 -1.990 1.192 0.7191
H 1.648 -0.872 -0.109 -0.9052
H 0.015 -3.724 0.675 -0.3680
H 0.710 -2.818 -0.703 0.0615
H -1.141 -2.850 -0.496 -0.6615
C 5.817 -1.766 0.607 -0.2695
O 5.180 -2.892 1.187 0.1752
C 6.074 -3.989 1.262 -1.0077
C 5.593 -5.055 2.218 0.0266
N 6.600 -6.157 2.219 -0.4633
C 6.336 -7.138 1.221 0.2114
C 7.285 -8.334 1.410 -0.8696
O 6.945 -9.004 2.618 -0.2974
C 7.925 -9.973 2.989 -0.8015
H 6.591 -1.383 1.316 0.3591
H 5.116 -0.993 0.379 -0.4154
H 6.349 -2.118 -0.317 0.3370
H 7.041 -3.657 1.677 0.4826
H 6.304 -4.404 0.260 0.2688
H 4.577 -5.451 1.941 -0.3322
H 5.523 -4.666 3.229 0.6075
H 6.481 -6.595 3.127 0.3130
H 6.441 -6.770 0.196 0.0267
H 5.328 -7.528 1.265 0.1342
H 8.325 -7.948 1.414 0.3718
H 7.248 -9.029 0.542 0.3878
H 7.631 -10.153 3.996 0.2658
H 8.869 -9.492 3.011 0.3771
H 7.910 -10.950 2.438 0.2459
C 2.740 -2.391 -3.295 0.0038
O 4.067 -2.739 -3.732 -0.4000
C 3.951 -2.959 -5.146 -0.9704
C 2.966 -4.143 -5.467 0.1052
N 3.352 -4.730 -6.767 -0.2044
C 2.304 -5.408 -7.522 -0.0846
C 2.965 -6.197 -8.686 -0.8765
O 3.866 -7.161 -8.231 -0.3436
C 3.288 -8.318 -7.680 -0.5886
H 2.457 -1.460 -3.766 0.6171
H 2.850 -2.170 -2.228 -0.3837
H 1.989 -3.145 -3.587 -0.1903
H 4.925 -3.045 -5.614 0.4860
H 3.552 -2.041 -5.617 0.2385
H 1.923 -3.782 -5.477 0.1927
H 3.042 -4.939 -4.700 0.0032
H 4.224 -5.237 -6.684 0.3580
H 1.626 -4.644 -7.941 0.2904
H 1.673 -6.043 -6.914 0.0372
H 3.511 -5.519 -9.297 0.3689
H 2.237 -6.668 -9.305 0.4517
H 2.732 -8.857 -8.439 0.3158
H 2.678 -8.111 -6.795 0.1841
H 4.105 -8.978 -7.356 0.2358
C 0.484 5.847 3.468 -0.7938
O 1.266 5.112 2.514 0.7365
C 1.527 6.013 1.457 -0.4336
C 2.238 5.275 0.296 1.1200
N 3.705 5.118 0.486 -0.3644
C 4.098 3.911 1.251 -0.4058
C 3.496 2.549 0.784 -0.0333
O 3.629 2.523 -0.671 -0.5889
C 3.544 1.237 -1.275 -0.3455
H -0.364 6.462 2.983 -0.0228
H 1.038 6.570 4.022 0.3138
H -0.029 5.082 4.121 0.1301
H 1.974 6.937 1.844 0.4113
H 0.558 6.355 1.026 -0.4310
H 2.029 5.939 -0.550 -0.1361
H 1.622 4.378 0.164 -0.8678
H 4.207 5.063 -0.382 0.4899
H 3.863 3.978 2.345 -0.6025
H 5.216 3.882 1.207 0.5044
H 2.464 2.368 1.103 -0.3126
H 4.052 1.751 1.221 1.1902
H 4.275 0.569 -0.841 0.3217
H 3.752 1.273 -2.363 0.3389
H 2.517 0.882 -1.233 -0.2650
C 5.980 4.997 4.481 -0.7495
O 5.159 3.863 4.671 -0.4005
C 3.901 4.029 5.194 -0.9151
C 2.961 2.879 4.877 0.9273
N 3.436 1.591 5.516 -0.4339
C 2.371 0.662 5.487 0.6996
C 2.800 -0.729 5.792 -0.9224
O 3.405 -1.256 4.564 0.0423
C 3.875 -2.531 4.823 -0.1956
H 6.757 4.766 3.746 0.2727
H 6.562 5.356 5.358 0.2966
H 5.442 5.858 4.110 0.2732
H 3.605 5.052 4.847 0.1954
H 3.917 4.025 6.273 0.5642
H 2.805 2.710 3.809 -0.7152
H 1.979 3.178 5.309 0.0343
H 4.181 1.274 4.886 0.3418
H 1.921 0.664 4.476 -0.5550
H 1.627 1.029 6.211 0.3402
H 1.960 -1.349 5.973 0.1883
H 3.498 -0.904 6.610 0.5914
H 3.017 -3.145 5.138 0.2116
H 4.470 -2.585 5.739 0.4134
H 4.402 -3.049 4.019 -0.5777
C -8.458 1.910 1.193 -0.7932
O -7.513 1.197 1.985 -0.1745
C -6.778 0.257 1.254 -0.6335
C -5.335 0.203 1.724 1.8437
N -4.760 -1.083 1.365 0.1642
C -3.319 -1.197 1.736 0.2912
C -3.096 -1.597 3.151 1.6787
O -3.838 -2.761 3.592 -0.5925
C -4.790 -2.493 4.627 -0.5010
H -9.433 1.369 1.063 0.2843
H -8.117 2.075 0.155 0.2400
H -8.603 2.922 1.553 0.2995
H -6.764 0.537 0.195 0.4238
H -7.178 -0.798 1.427 0.2117
H -5.232 0.414 2.800 -0.9966
H -4.811 0.935 1.157 -1.0129
H -5.289 -1.850 1.798 0.4917
H -2.833 -0.214 1.633 -0.5153
H -2.843 -1.865 1.018 -0.6620
H -3.209 -0.720 3.817 -0.8874
H -2.052 -1.920 3.244 -0.1151
H -4.274 -2.126 5.522 -0.0265
H -5.326 -3.412 4.909 0.4706
H -5.595 -1.791 4.447 0.1642
C 1.114 3.405 -2.506 1.0813
O 1.146 2.458 -3.566 -0.4209
C 0.089 2.806 -4.423 0.5626
C 0.091 1.758 -5.510 -1.2529
N -0.930 2.185 -6.526 -0.2297
C -0.508 1.976 -7.902 -0.9901
C 0.278 3.162 -8.412 0.7009
O 1.057 2.684 -9.535 -0.3536
C 1.824 3.714 -10.157 -0.6256
H 0.907 4.394 -2.877 -0.8641
H 1.983 3.361 -1.861 0.0094
H 0.151 3.155 -1.964 -0.1630
H 0.291 3.802 -4.844 0.4386
H -0.900 2.804 -3.906 -0.4337
H -0.207 0.763 -5.225 0.3617
H 1.023 1.646 -6.025 0.4473
H -1.801 1.703 -6.257 0.2853
H -1.394 1.747 -8.511 0.3977
H 0.139 1.153 -7.981 0.4199
H 0.883 3.566 -7.609 -0.5576
H -0.325 4.008 -8.808 0.3169
H 2.372 4.285 -9.399 0.2327
H 1.216 4.393 -10.800 0.2554
H 2.526 3.185 -10.840 0.2387
C -4.837 4.391 -2.675 -0.7332
O -4.836 4.752 -1.337 0.1944
C -6.048 5.011 -0.690 -0.9465
C -5.836 5.510 0.717 -0.1631
N -5.165 6.799 0.726 -0.2841
C -4.933 7.453 1.992 -0.5555
C -4.011 8.649 1.828 -0.8806
O -2.779 8.282 1.287 -0.0738
C -1.779 9.312 1.131 -0.6933
H -5.518 5.054 -3.247 0.3197
H -5.242 3.348 -2.798 0.2481
H -3.854 4.439 -3.128 0.0548
H -6.662 4.125 -0.679 0.3239
H -6.668 5.693 -1.284 0.4684
H -5.253 4.830 1.334 -0.0753
H -6.839 5.568 1.153 0.5267
H -4.318 6.726 0.155 0.1973
H -4.514 6.800 2.795 0.2242
H -5.825 7.907 2.356 0.4425
H -3.867 9.084 2.804 0.4874
H -4.472 9.386 1.204 0.4028
H -1.902 9.891 0.204 0.2714
H -0.817 8.785 1.067 0.0542
H -1.840 9.973 2.032 0.3781

=====

[2]
84
Properties=species:S:1:pos:R:3:mulliken_charge:R:1 method="wB97M-V/def2-TZVPD" homo_ha=-0.00399 fmax_ev_per_a=1.66 molar_mass_da=773.80 gap_ev=3.8 e_tot_ev=-150403.186 total_charge=-2
K 0.669 0.454 0.457 1.1879
Br -5.507 1.510 5.386 -0.2974
C -3.958 1.579 4.264 -0.1360
C -3.788 2.666 3.387 -0.5124
C -2.699 2.717 2.565 -0.4308
C -1.689 1.684 2.550 -0.3481
O -0.703 1.753 1.781 -0.6298
C -1.888 0.603 3.491 0.9350
C -0.938 -0.486 3.642 -0.7945
N 0.099 -0.683 2.923 0.3441
C 1.032 -1.661 3.284 -0.2958
C 1.426 -1.866 4.584 -0.2708
C 2.419 -2.817 4.919 -0.6946
C 3.022 -3.556 3.948 -0.8491
C 2.659 -3.363 2.590 1.1323
C 3.240 -4.107 1.532 -0.7332
C 2.830 -3.895 0.255 -0.7937
C 1.832 -2.919 0.001 -0.2379
N 1.284 -2.210 0.952 -0.0616
C 1.674 -2.418 2.240 -0.0775
C -3.022 0.582 4.319 -0.7474
H -4.524 3.462 3.374 0.4112
H -2.553 3.539 1.874 0.5176
H -1.173 -1.193 4.454 0.4208
H 0.981 -1.257 5.362 0.5746
H 2.696 -2.951 5.958 0.3532
H 3.780 -4.292 4.192 0.3366
H 4.005 -4.841 1.764 0.3505
H 3.249 -4.453 -0.572 0.3982
H 1.419 -2.750 -0.998 0.4453
H -3.149 -0.244 5.012 0.4017
C -0.199 2.910 -3.938 -0.9379
C -1.411 3.557 -3.772 -0.5095
C -2.313 3.076 -2.835 -0.9959
C -1.970 1.955 -2.085 0.9278
N -0.794 1.354 -2.225 0.2501
C 0.065 1.814 -3.129 -0.3197
C -2.909 1.338 -1.082 0.5401
C -4.230 1.756 -0.953 -1.0415
C -5.037 1.143 -0.006 -0.6079
C -4.510 0.129 0.772 -0.9947
C -3.190 -0.239 0.549 -0.1895
N -2.411 0.351 -0.348 0.6277
H 0.538 3.256 -4.649 0.4168
H -1.653 4.434 -4.361 0.3880
H -3.260 3.577 -2.689 0.3233
H 1.012 1.290 -3.196 0.5430
H -4.635 2.536 -1.583 0.3373
H -6.066 1.457 0.119 0.3751
H -5.094 -0.358 1.542 0.4311
H -2.733 -1.044 1.114 0.4276
C -0.485 -5.448 -2.469 -1.0808
Si -0.965 -3.752 -3.211 0.1402
C 0.110 -3.471 -4.751 -1.0731
C -2.678 -4.169 -3.980 -1.2001
C -0.807 -2.434 -2.068 -0.4013
H -0.855 -6.310 -3.040 0.2861
H -0.894 -5.509 -1.454 0.2779
H 0.604 -5.534 -2.383 0.2716
H 0.036 -4.292 -5.474 0.2504
H 1.163 -3.342 -4.480 0.3099
H -0.217 -2.552 -5.249 0.2674
H -2.644 -5.032 -4.661 0.2749
H -3.052 -3.303 -4.536 0.2760
H -3.406 -4.389 -3.190 0.2756
H -1.329 -2.440 -1.110 0.1124
H -0.455 -1.450 -2.374 0.0443
O 4.119 2.003 -1.975 -0.8146
C 3.110 2.073 -1.256 -0.0592
O 2.675 1.237 -0.421 -0.6138
C 2.267 3.362 -1.392 -0.1203
C 2.721 4.388 -2.210 -0.4558
C 2.007 5.584 -2.373 -1.0637
C 0.820 5.689 -1.693 1.1509
O -0.071 6.743 -1.686 -0.5530
C -1.171 6.307 -0.884 -0.4108
O -0.864 5.034 -0.344 -0.4203
C 0.356 4.674 -0.887 0.7878
C 1.052 3.509 -0.700 -0.0425
H 3.654 4.221 -2.734 0.4684
H 2.369 6.388 -3.002 0.4218
H -2.069 6.234 -1.507 0.2881
H -1.329 7.022 -0.073 0.2821
H 0.673 2.745 -0.040 0.2339

=====

[3]
20
Properties=species:S:1:pos:R:3:mulliken_charge:R:1 method="wB97M-V/def2-TZVPD" homo_ha=-0.31508 fmax_ev_per_a=1.84 molar_mass_da=123.22 e_above_lowest_kj_mol=118.2 gap_ev=9.5 e_tot_ev=-18730.786 total_charge=0
C -1.423 0.353 -1.637 -0.4552
N -0.356 0.048 -0.673 -0.3275
C -0.700 0.142 0.722 -0.7884
C -0.554 1.536 1.404 -0.4097
S 1.199 1.650 1.943 -0.2446
C -1.851 1.850 -1.729 -1.0054
H -1.038 0.097 -2.604 0.3835
H -2.250 -0.272 -1.317 0.3181
H 0.503 0.553 -0.870 0.2325
H 0.019 -0.473 1.284 0.4325
H -1.671 -0.319 0.895 0.3550
H -0.675 2.332 0.672 0.1867
H -1.204 1.662 2.261 0.3112
H 1.708 2.755 1.386 0.1174
H -2.753 2.144 -1.211 0.2813
H -1.024 2.478 -1.390 0.2706
H -1.859 2.100 -2.797 0.3423
H 1.817 -7.020 -1.894 0.3196
H 2.125 -6.346 -0.531 0.3199
O 2.243 -6.268 -1.478 -0.6396

=====

[4]
52
Properties=species:S:1:pos:R:3:mulliken_charge:R:1 method="wB97M-V/def2-TZVPD" homo_ha=-0.41113 fmax_ev_per_a=1.44 molar_mass_da=567.49 gap_ev=6.9 e_tot_ev=-89785.997 total_charge=+1
N 4.355 0.866 2.725 -0.5714
P 3.799 1.755 1.422 0.3806
O 5.117 1.745 0.492 -0.4624
N 2.822 0.484 0.469 0.0630
C 2.629 -0.838 0.765 -0.8515
C 1.830 -1.406 -0.214 0.0489
C 1.325 -2.807 -0.352 -0.5481
C 0.645 -3.053 -1.710 -1.1682
C -0.761 -2.422 -1.745 0.7039
S -1.920 -3.484 -0.853 -0.1092
C -2.187 -2.611 0.655 0.0646
S -2.570 -3.474 1.964 -0.1517
N -2.111 -1.204 0.551 0.4251
C -3.441 -0.577 0.337 -0.8003
C -4.111 -0.050 1.605 -0.5027
O -3.212 0.508 2.547 -0.4805
C -1.940 0.756 1.996 -0.7202
C -1.326 -0.569 1.611 -0.3196
N 1.572 -0.396 -1.082 0.4489
C 2.156 0.737 -0.663 -0.2529
S 1.944 2.221 -1.593 1.1426
O 3.101 3.035 -1.469 -0.6340
O 1.492 1.819 -2.884 -0.6287
C 0.551 3.086 -0.720 0.6401
F 0.530 4.339 -1.121 -0.2594
F 0.883 3.046 0.586 -0.2342
C -0.834 2.401 -0.838 0.8730
F -0.733 1.159 -0.311 -0.1716
F -1.659 3.123 -0.074 -0.3303
C -1.474 2.278 -2.262 0.4274
F -2.784 2.263 -2.118 -0.2520
F -1.115 1.136 -2.826 -0.2015
F -1.135 3.293 -3.020 -0.2444
H 4.773 -0.034 2.509 0.3012
H 3.668 0.775 3.466 0.2927
H 5.246 0.912 0.021 0.3847
H 3.045 -1.322 1.628 0.5919
H 2.175 -3.473 -0.238 0.4693
H 0.576 -2.986 0.416 0.1974
H 0.511 -4.126 -1.804 0.5016
H 1.269 -2.705 -2.532 0.3971
H -0.794 -1.468 -1.218 -0.8635
H -1.100 -2.242 -2.761 0.4923
H -3.316 0.209 -0.404 0.0692
H -4.086 -1.320 -0.123 0.5929
H -4.805 0.731 1.283 0.3458
H -4.712 -0.823 2.074 0.3385
H -1.349 1.220 2.780 0.5043
H -1.991 1.450 1.152 0.2754
H -1.288 -1.160 2.524 0.7448
H -0.289 -0.388 1.294 -0.4059
H 1.029 -0.407 -1.938 0.4472

=====

[5]
8
Properties=species:S:1:pos:R:3:mulliken_charge:R:1 method="wB97M-V/def2-TZVPD" homo_ha=-0.34578 fmax_ev_per_a=7.05 molar_mass_da=93.11 e_above_lowest_kj_mol=389.9 gap_ev=8.7 e_tot_ev=-17501.429 total_charge=0
C -0.380 -0.154 -0.873 -0.8846
N 1.004 0.840 0.693 0.1515
O 0.755 1.955 1.046 -0.3052
O 0.281 -1.593 1.216 -0.5216
S -0.333 -0.271 1.111 0.5121
H -1.265 0.374 -1.091 0.3358
H -0.624 -1.269 -1.043 0.2992
H 0.561 0.118 -1.059 0.4130